DFT (ωB97M-V with the def2-TZVPD basis set) results for an isolated molecule of C5H6O3.

Structure (ORCA input):
```
! wB97M-V def2-TZVPD RIJCOSX def2/J DEFGRID3
* xyz 0 1
O 2.01 0.06 -0.08
C 0.80 -0.37 -0.73
C -0.03 -1.26 0.12
O 0.13 -0.53 1.25
C -0.39 0.68 0.87
C -1.32 0.44 -0.15
O -1.31 -0.94 -0.44
C -0.03 0.95 -0.60
H 1.53 -0.11 0.86
H 0.98 -0.77 -1.67
H 0.18 -2.38 0.10
H -0.49 1.30 1.67
H -2.27 0.84 -0.48
H 0.22 2.09 -0.71
*
```

Summary:
Structure (SMILES) = O[C@H]1[C@H]2O[C@@H]3[C@H](O2)[C@H]13
ΔE to the lowest compared entry with this formula, charge and spin = 90.8 kcal per mole
HOMO = -9.4 eV
Orbital gap = 10.24 eV

---

DFT (ωB97M-V with the def2-TZVPD basis set) results for a structure of composition C21H22I2IrN2OP.

Structure (ORCA input):
```
! wB97M-V def2-TZVPD RIJCOSX def2/J DEFGRID3
* xyz 2 1
Ir -0.27 0.02 -0.38
I 4.27 -6.14 -1.22
C 2.77 -4.71 -1.11
C 1.44 -5.10 -1.03
C 0.45 -4.13 -0.92
I -1.55 -4.69 -0.78
C 0.78 -2.78 -0.86
O -0.21 -1.88 -0.68
C 2.11 -2.40 -0.98
C 2.53 -0.96 -0.87
N 1.53 0.04 -1.34
C 2.10 1.40 -1.22
C 1.03 2.43 -1.41
C 1.30 3.75 -1.73
C 0.24 4.64 -1.81
C -1.05 4.17 -1.61
C -1.24 2.84 -1.33
N -0.21 1.98 -1.21
C 3.10 -3.37 -1.10
H 1.17 -6.14 -1.06
H 3.45 -0.81 -1.43
H 2.74 -0.71 0.18
H 1.29 -0.15 -2.32
H 2.93 1.55 -1.91
H 2.50 1.49 -0.21
H 2.32 4.07 -1.90
H 0.42 5.68 -2.04
H -1.91 4.83 -1.69
H -2.23 2.42 -1.21
H 4.14 -3.07 -1.16
C 0.42 -0.74 2.85
P -0.17 0.52 1.72
C 0.10 2.09 2.56
C -1.92 0.25 1.40
C -2.82 1.32 1.16
C -4.14 1.07 0.90
C -4.60 -0.25 0.83
C -3.74 -1.31 1.02
C -2.40 -1.07 1.31
H 0.38 -1.73 2.41
H -0.19 -0.70 3.76
H 1.46 -0.52 3.12
H -0.52 2.10 3.45
H -0.14 2.94 1.93
H 1.15 2.17 2.86
H -2.46 2.35 1.22
H -4.83 1.89 0.76
H -5.65 -0.44 0.63
H -4.10 -2.33 0.95
H -1.74 -1.91 1.48
*
```

Summary:
ΔE to the lowest compared entry with this formula, charge and spin = 14.3 kcal per mole
HOMO = -13.0 eV
Orbital gap = 5.57 eV

---

DFT (ωB97M-V with the def2-TZVPD basis set) results for a cluster of 2 separate species, C2H9N3 in total.

Structure (ORCA input):
```
! wB97M-V def2-TZVPD RIJCOSX def2/J DEFGRID3
* xyz 0 1
C 2.06 -2.08 1.57
N 0.76 -2.12 1.72
H 2.44 -2.74 0.70
H 2.67 -1.17 1.86
H 0.28 -1.84 2.50
N -1.69 0.62 -1.73
C -0.64 1.40 -1.16
N -0.37 1.28 0.37
H -2.43 1.27 -1.98
H -1.45 -0.09 -2.43
H 0.31 0.99 -1.58
H -0.62 2.50 -1.52
H -1.08 1.61 0.96
H -0.24 0.37 0.71
*
```

Summary:
Structure (SMILES) = C=N.NCN
ΔE to the lowest compared entry with this formula, charge and spin = 63.9 kcal per mole
HOMO = -9.0 eV
Orbital gap = 9.83 eV

---

DFT (ωB97M-V with the def2-TZVPD basis set) results for the ion C18H24NO2 with charge +1.

Structure (ORCA input):
```
! wB97M-V def2-TZVPD RIJCOSX def2/J DEFGRID3
* xyz 1 1
C 0.51 3.05 4.44
O 0.02 2.13 3.39
C 0.15 2.69 2.04
C 1.58 2.65 1.61
C 2.04 1.22 1.51
C 1.12 0.23 1.22
C 1.31 -1.24 1.23
C -0.02 -1.76 0.79
N -0.94 -0.67 1.18
C -1.22 -0.67 2.65
C -2.29 -1.01 0.45
C -2.90 0.01 -0.55
C -1.77 0.50 -1.40
C -2.04 0.68 -2.79
C -1.04 0.83 -3.76
C 0.22 0.85 -3.25
O 1.25 0.86 -4.09
C 0.54 0.82 -1.86
C -0.50 0.66 -0.89
C -0.28 0.59 0.71
C -0.80 1.99 1.11
H 0.28 4.12 4.19
H 0.04 2.58 5.29
H 1.59 2.99 4.43
H -0.09 3.78 2.04
H 2.24 3.06 2.31
H 1.82 3.12 0.70
H 3.08 0.88 1.63
H 1.58 -1.66 2.24
H 2.12 -1.63 0.52
H -0.42 -2.63 1.35
H 0.05 -2.09 -0.31
H -1.95 -1.47 3.01
H -1.59 0.21 3.04
H -0.33 -1.01 3.21
H -2.29 -2.00 -0.10
H -3.07 -1.08 1.14
H -3.71 -0.50 -1.03
H -3.36 0.85 0.06
H -2.95 0.45 -3.32
H -1.17 0.88 -4.79
H 1.12 1.47 -4.84
H 1.59 0.89 -1.43
H -1.79 1.96 1.57
H -0.88 2.56 0.26
*
```

Summary:
Structure (SMILES) = CO[C@H]1CC=C2CC[N@+]3(C)CCc4ccc(O)cc4[C@]23C1
ΔE to the lowest compared entry with this formula, charge and spin = 84.1 kcal per mole
HOMO = -11.5 eV
Orbital gap = 9.36 eV

---

DFT (ωB97M-V with the def2-TZVPD basis set) results for a structure of composition C4H4O3.

Structure (ORCA input):
```
! wB97M-V def2-TZVPD RIJCOSX def2/J DEFGRID3
* xyz 0 1
C -1.39 -0.51 -0.58
C -0.94 -0.05 0.62
C 0.02 -0.64 -1.13
C 0.45 0.01 0.20
O 0.59 -1.05 -2.10
O 0.62 1.72 -0.28
O 1.52 -0.25 1.06
H -2.27 -0.74 -1.08
H -1.37 0.21 1.49
H 1.60 1.66 -0.18
H 1.17 -0.35 1.97
*
```

Summary:
ΔE to the lowest compared entry with this formula, charge and spin = 79.0 kcal per mole
HOMO = -9.9 eV
Orbital gap = 9.88 eV

---

DFT (ωB97M-V with the def2-TZVPD basis set) results for a structure of composition C13H25Cl3NO4P2Tc.

Structure (ORCA input):
```
! wB97M-V def2-TZVPD RIJCOSX def2/J DEFGRID3
* xyz 1 4
C -0.18 -2.57 -2.91
C 0.26 -1.58 -1.98
N -0.56 -1.32 -0.89
C -1.53 -2.20 -0.54
C -1.86 -3.32 -1.36
C -1.18 -3.47 -2.57
C 1.45 -0.88 -2.05
P 1.97 0.02 -0.62
Tc -0.02 0.34 0.42
P -1.96 -0.31 1.38
C -2.26 -2.04 0.79
O 0.50 1.59 -4.01
O -0.26 3.02 -1.65
H 0.37 -2.60 -3.83
H -2.59 -4.02 -0.99
H -1.43 -4.31 -3.24
C 3.29 -1.14 -0.07
C 2.96 1.49 -1.08
H -3.35 -2.22 0.70
H -1.84 -2.74 1.54
H 1.00 0.81 -3.73
H 2.10 -1.09 -2.88
C -2.16 -0.40 3.18
C -3.46 0.55 0.80
H -0.31 1.84 -0.70
H 0.51 3.51 -1.46
H -0.05 2.52 -2.41
H -0.35 1.31 -4.34
H 0.74 -0.88 1.27
H -0.89 1.70 0.32
H 3.99 -1.28 -0.91
H 3.81 -0.76 0.82
H 2.79 -2.09 0.15
H 3.69 1.24 -1.85
H 2.35 2.32 -1.46
H 3.49 1.88 -0.20
H -4.37 0.08 1.22
H -3.39 1.60 1.12
H -3.49 0.51 -0.30
H -3.15 -0.81 3.45
H -1.37 -1.04 3.60
H -2.04 0.60 3.60
Cl 2.37 3.69 4.46
C 1.40 2.31 3.96
Cl 2.34 0.80 4.17
Cl -0.15 2.26 4.87
C 1.04 2.40 2.44
O 1.30 3.38 1.71
O 0.47 1.30 2.07
*
```

Summary:
ΔE to the lowest compared entry with this formula, charge and spin = 0.0 kcal per mole
HOMO (spin up / spin down) = -11.6 / -11.6 eV
Orbital gap (spin up / spin down) = 8.46 / 5.84 eV

---

DFT (ωB97M-V with the def2-TZVPD basis set) results for a cluster of 2 separate species, C5H12O in total.

Structure (ORCA input):
```
! wB97M-V def2-TZVPD RIJCOSX def2/J DEFGRID3
* xyz 0 1
C 0.62 1.09 -1.20
C 1.68 0.18 -0.66
C 1.36 -0.79 0.20
C -0.06 -1.29 0.35
C -0.25 -2.72 0.81
H 0.91 2.09 -1.52
H 0.07 0.75 -2.08
H -0.14 1.18 -0.43
H 2.55 0.00 -1.29
H 2.12 -1.32 0.77
H -0.43 -1.21 -0.67
H -0.68 -0.58 0.92
H -1.30 -2.95 0.99
H 0.17 -3.41 0.08
H 0.29 -2.97 1.72
O -1.91 4.06 0.60
H -2.68 4.53 0.25
H -2.32 3.38 1.16
*
```

Summary:
Structure (SMILES) = C/C=C\CC.O
ΔE to the lowest compared entry with this formula, charge and spin = 39.6 kcal per mole
HOMO = -8.6 eV
Orbital gap = 9.43 eV

---

DFT (ωB97M-V with the def2-TZVPD basis set) results for an isolated molecule of C5H9NO.

Structure (ORCA input):
```
! wB97M-V def2-TZVPD RIJCOSX def2/J DEFGRID3
* xyz 0 1
C 1.45 -0.49 0.77
C 1.14 0.60 -0.30
C 0.12 0.09 -1.33
N -0.96 0.53 -0.44
C -1.89 -0.44 0.12
C -0.06 1.27 0.36
O -0.22 2.00 1.30
H 0.60 -0.59 1.46
H 2.30 -0.22 1.39
H 1.61 -1.47 0.31
H 2.01 1.17 -0.65
H 0.10 0.64 -2.28
H 0.14 -0.99 -1.54
H -1.40 -1.43 0.16
H -2.15 -0.14 1.14
H -2.79 -0.53 -0.48
*
```

Summary:
Structure (SMILES) = C[C@H]1CN(C)C1=O
ΔE to the lowest compared entry with this formula, charge and spin = 36.4 kcal per mole
HOMO = -9.2 eV
Orbital gap = 10.19 eV

---

DFT (ωB97M-V with the def2-TZVPD basis set) results for a structure of composition C24H15F5N4O6PtS2.

Structure (ORCA input):
```
! wB97M-V def2-TZVPD RIJCOSX def2/J DEFGRID3
* xyz -2 1
Pt -0.44 -0.50 0.33
O 4.76 -1.15 -0.65
S 3.77 -1.24 0.41
O 3.25 -2.58 0.65
N 2.56 -0.27 0.33
C 2.69 1.08 0.14
C 3.93 1.70 0.00
C 4.08 3.08 -0.15
C 2.99 3.90 -0.19
C 1.70 3.33 -0.08
C 0.57 4.17 -0.18
C -0.68 3.64 -0.14
C -0.81 2.26 0.05
N 0.22 1.44 0.19
C 1.51 1.93 0.10
C 4.67 -0.85 1.91
C 3.97 -0.81 3.11
C 4.63 -0.51 4.28
C 6.00 -0.25 4.26
C 6.70 -0.30 3.06
C 6.03 -0.60 1.88
H 4.81 1.08 -0.03
H 5.08 3.49 -0.25
H 3.08 4.97 -0.32
H 0.73 5.23 -0.32
H -1.57 4.24 -0.25
H -1.79 1.82 0.07
H 2.91 -1.02 3.10
H 4.08 -0.46 5.21
H 6.52 -0.01 5.18
H 7.76 -0.10 3.05
H 6.55 -0.64 0.93
O -2.60 1.53 -2.29
S -2.52 0.13 -1.87
O -1.00 -0.20 -1.67
O -3.19 -0.08 -0.57
O -3.02 -0.79 -2.89
F -1.71 -2.59 2.51
C -0.92 -1.67 3.10
C -0.23 -0.70 2.36
C 0.44 0.19 3.20
F 1.16 1.22 2.71
C 0.48 0.13 4.59
F 1.18 1.03 5.30
C -0.19 -0.88 5.25
F -0.17 -0.97 6.59
C -0.90 -1.78 4.48
F -1.59 -2.76 5.10
N -0.11 -3.39 0.29
C -0.57 -4.58 -0.11
C -1.84 -4.38 -0.61
C -2.07 -3.00 -0.50
N -1.01 -2.43 0.05
H 0.85 -3.15 0.57
H 0.04 -5.47 -0.01
H -2.51 -5.12 -1.01
H -2.91 -2.40 -0.79
*
```

Summary:
ΔE to the lowest compared entry with this formula, charge and spin = 16.7 kcal per mole
HOMO = -2.4 eV
Orbital gap = 6.76 eV

---

Calculated values (eV/A) of maximum force for the records, taken in order: 5.03 1.98 5.39 4.52 4.46 3.28 1.57 0.52 0.86.